[1]
The following is a DFT calculation (ωB97M-V/def2-TZVPD) of 13 unconnected molecules or ions with the total composition C13H52O13 in a non-equilibrium geometry.

## Properties
Frontier orbital gap (spin up / spin down) ... 9.21 / 2.20 eV
Relative energy (zero: lowest compared OMol25 entry of this formula, charge and spin) ... 120.67 kJ/mol
Net charge ... +1
Multiplicity ... 2
E_tot ... -40925.44611 eV

```
78
Properties=species:S:1:pos:R:3:lowdin_charge:R:1
C 8.51739 -19.17781 -21.20647 -0.221
O 8.20409 -18.78775 -19.93460 -0.076
H 9.54700 -19.50637 -21.34803 0.069
H 7.92719 -20.03621 -21.52727 0.076
H 8.22979 -18.33630 -21.83675 0.081
H 7.99760 -19.62014 -19.50322 0.081
C 9.73603 -21.51636 -26.64425 -0.077
O 10.96207 -20.86996 -27.01111 -0.163
H 9.04767 -21.51045 -27.48938 0.107
H 9.95073 -22.50855 -26.24729 0.090
H 9.19786 -20.99545 -25.85234 0.080
H 10.75308 -20.24648 -27.71053 0.110
C 12.56620 -26.91240 -22.71413 -0.217
O 13.63973 -27.34621 -23.43179 -0.076
H 11.66297 -27.52080 -22.66810 0.083
H 12.82393 -26.78263 -21.66302 0.077
H 12.25531 -25.89909 -22.96839 0.054
H 13.44050 -26.99829 -24.30406 0.042
C 8.27884 -23.00469 -20.96915 -0.177
O 7.56509 -23.39018 -22.09768 -0.110
H 8.58923 -23.89773 -20.42671 0.083
H 9.16950 -22.47007 -21.29929 0.052
H 7.64727 -22.38349 -20.33405 0.082
H 8.27606 -23.75832 -22.62739 0.045
C 9.25344 -26.24498 -24.77171 -0.150
O 9.01241 -26.00278 -23.39869 -0.124
H 9.95142 -25.52633 -25.20121 0.054
H 9.65110 -27.23544 -24.99298 0.082
H 8.27309 -26.18157 -25.24393 0.082
H 8.31518 -26.60544 -23.12987 0.088
C 14.09576 -19.40070 -23.42240 -0.048
O 14.79664 -18.77192 -22.39789 0.119
H 14.64622 -20.21722 -23.88974 0.116
H 13.20125 -19.96186 -23.15209 0.095
H 13.74420 -18.60747 -24.08216 0.115
H 14.72168 -19.21689 -21.55055 0.137
C 15.99593 -22.98139 -24.99503 -0.062
O 16.26440 -21.65035 -25.37058 0.035
H 14.92551 -23.17022 -25.07650 0.097
H 16.50836 -23.61207 -25.72149 0.115
H 16.36254 -23.16781 -23.98560 0.107
H 16.00225 -21.52676 -26.28578 0.096
C 9.95900 -18.67769 -24.38058 -0.096
O 11.20257 -19.36463 -24.69440 -0.165
H 9.79367 -18.07484 -25.27353 0.086
H 9.05993 -19.27677 -24.23611 0.082
H 10.19897 -17.96358 -23.59282 0.089
H 11.14948 -19.69891 -25.59275 0.022
C 11.87217 -22.63660 -23.87060 -0.140
O 10.91590 -21.81512 -23.24181 -0.125
H 12.74660 -22.61804 -23.22011 0.071
H 11.50675 -23.66284 -23.90818 0.082
H 12.20171 -22.34404 -24.86755 0.069
H 11.13257 -20.89172 -23.39007 0.036
C 12.17409 -23.84012 -20.37921 -0.148
O 11.80828 -22.46713 -20.39473 -0.131
H 12.67314 -24.13261 -21.30306 0.049
H 12.91536 -24.02463 -19.60167 0.085
H 11.30585 -24.48566 -20.24681 0.079
H 11.40111 -22.21736 -21.22745 0.014
C 13.42601 -26.25007 -27.05200 -0.109
O 12.51467 -25.82856 -26.02563 -0.154
H 13.60155 -27.31427 -26.89469 0.089
H 12.85514 -25.96735 -27.93647 0.066
H 14.42487 -25.81377 -27.04707 0.073
H 12.02521 -25.04467 -26.28555 0.028
C 13.70838 -19.41284 -28.29788 -0.100
O 13.89152 -20.54483 -27.37936 -0.149
H 14.64729 -19.24022 -28.82394 0.083
H 13.05095 -19.81689 -29.06771 0.075
H 13.36060 -18.46195 -27.89420 0.082
H 13.09032 -20.67741 -26.86740 0.020
C 11.50390 -23.87736 -28.94802 -0.188
O 11.95193 -23.50817 -27.72924 -0.127
H 12.24681 -24.40140 -29.54932 0.087
H 10.64420 -24.53492 -28.81911 0.093
H 11.14923 -23.02639 -29.52954 0.091
H 11.68540 -22.58820 -27.66424 0.029
```


[2]
The following is a DFT calculation (ωB97M-V/def2-TZVPD) of a molecular structure, C13H6Cl5MnS in a non-equilibrium geometry.

## Properties
Frontier orbital gap (spin up / spin down) ... 6.98 / 6.42 eV
Relative energy (zero: lowest compared OMol25 entry of this formula, charge and spin) ... 115.05 kJ/mol
Net charge ... +1
Multiplicity ... 6
E_tot ... -118337.53718 eV

```
26
Properties=species:S:1:pos:R:3:lowdin_charge:R:1
Mn -0.44167 0.92254 -0.26450 0.579
C -2.02573 2.13981 1.48738 -0.110
C -2.13432 0.76240 1.73689 -0.097
C -1.02952 0.05660 2.23963 -0.084
C 0.17954 0.72185 2.46609 -0.074
C 0.29336 2.08669 2.18933 -0.086
C -0.80766 2.79685 1.70118 -0.089
H -2.90072 2.70575 1.19544 0.123
H -3.09675 0.27232 1.65126 0.126
H -1.13838 -0.98035 2.52555 0.121
H 1.00857 0.19219 2.91406 0.127
H 1.21351 2.60765 2.41604 0.124
H -0.74113 3.86689 1.55986 0.123
Cl -1.33497 -2.96996 -0.32175 0.694
C 0.07013 -2.28442 -1.02279 -0.719
C 0.31062 -0.91752 -0.84971 -0.268
C 1.51037 -0.44200 -1.39469 -0.674
Cl 1.80172 1.25225 -1.08534 0.764
C 2.40852 -1.20173 -2.12612 -0.710
Cl 3.79745 -0.51072 -2.84277 0.728
C 2.11437 -2.56459 -2.29617 -0.697
Cl 3.16519 -3.54668 -3.21347 0.734
C 0.95511 -3.10838 -1.72971 -0.707
Cl 0.62704 -4.77199 -1.92151 0.726
S -2.14703 1.50845 -3.23296 0.917
C -1.65764 1.40613 -1.78124 -0.570
```


[3]
The following is a DFT calculation (ωB97M-V/def2-TZVPD) of a gas-phase ion, C13H6Cl5O4S (charge -1) in a non-equilibrium geometry.

## Properties
Frontier orbital gap ... 7.61 eV
Relative energy (zero: lowest compared OMol25 entry of this formula, charge and spin) ... 184.64 kJ/mol
Net charge ... -1
SMILES ... O=C1C(Cl)=C(Cl)C([O-])([C@H](Cl)S(=O)(=O)c2ccccc2)C(Cl)=C1Cl
E_tot ... -95213.16076 eV

```
29
Properties=species:S:1:pos:R:3:lowdin_charge:R:1
O -0.41923 2.41594 3.31277 0.049
C -0.33219 1.52318 2.47606 -0.452
C 0.93668 0.87229 2.02549 -0.635
Cl 2.27211 1.95147 1.94266 0.679
C 1.06142 -0.47182 1.89228 -0.615
Cl 2.51215 -1.21246 2.22498 0.770
C -0.13590 -1.46577 1.61276 -0.779
O -0.22941 -2.38856 2.51307 -0.139
C -0.22134 -2.09992 0.17825 -0.600
Cl 0.92159 -3.40943 -0.03061 0.643
S -0.35224 -1.51140 -1.85173 0.736
O -1.68901 -0.96607 -2.07913 -0.373
O 0.87489 -0.74733 -1.70740 -0.388
C -0.20138 -2.84045 -3.17158 -0.264
C 1.07291 -3.14533 -3.63066 -0.083
C 1.25214 -4.07671 -4.65859 -0.081
C 0.16702 -4.67396 -5.27866 -0.095
C -1.10483 -4.29813 -4.88424 -0.087
C -1.29968 -3.35877 -3.86154 -0.059
C -1.43076 -0.53105 1.56900 -0.549
Cl -2.90668 -1.38598 1.38669 0.749
C -1.48084 0.78439 1.89675 -0.627
Cl -2.95440 1.66241 1.81214 0.680
H -1.29880 -2.34721 0.19615 0.003
H 1.92148 -2.62228 -3.18868 0.110
H 2.25430 -4.26590 -5.01951 0.100
H 0.30995 -5.31942 -6.12576 0.097
H -1.96543 -4.66987 -5.42683 0.099
H -2.30439 -3.00992 -3.61597 0.112
```


[4]
The following is a DFT calculation (ωB97M-V/def2-TZVPD) of a molecular structure, C13H7CuF5S in a non-equilibrium geometry.

## Properties
Frontier orbital gap ... 6.92 eV
Net charge ... -1
E_tot ... -82657.83039 eV

```
27
Properties=species:S:1:pos:R:3:lowdin_charge:R:1
Cu 0.19136 -0.17092 1.24009 0.162
C -0.17672 1.43789 2.26424 -0.264
C -0.74657 2.56157 1.54207 -0.352
C -0.16996 3.82588 1.39659 -0.074
C -0.83286 4.83380 0.71680 -0.123
C -2.08275 4.60033 0.13583 -0.140
C -2.69495 3.35680 0.29496 -0.114
C -2.01870 2.35309 0.96904 -0.079
H -0.89124 1.02465 2.98847 0.037
H 0.78383 1.69337 2.68764 0.011
H 0.77198 4.03030 1.86516 0.093
H -0.41333 5.83237 0.69126 0.086
H -2.62568 5.42989 -0.30969 0.080
H -3.66535 3.16046 -0.12928 0.086
H -2.43315 1.35721 0.98574 0.097
F 2.70022 -5.14531 -3.52459 0.092
C 2.06329 -4.42526 -2.57951 -0.141
C 0.71631 -4.60132 -2.29990 -0.162
F 0.04459 -5.45375 -3.08694 0.095
C 0.09655 -3.95024 -1.25266 -0.269
F -1.19281 -4.23026 -1.05541 0.070
C 0.77274 -3.09832 -0.38311 -0.549
S -0.05311 -2.40809 1.00010 0.591
C 2.13078 -2.88203 -0.68128 -0.253
F 2.87171 -2.11431 0.10573 0.078
C 2.76538 -3.56637 -1.71591 -0.151
F 4.08843 -3.45147 -1.86542 0.096
```


> Which of these has the highest E_tot?

C13H52O13


> Which of these has the lowest E_tot?

C13H6Cl5MnS


Repeat the fourth record exactly.
The following is a DFT calculation (ωB97M-V/def2-TZVPD) of a molecular structure, C13H7CuF5S in a non-equilibrium geometry.

## Properties
Frontier orbital gap ... 6.92 eV
Net charge ... -1
E_tot ... -82657.83039 eV

```
27
Properties=species:S:1:pos:R:3:lowdin_charge:R:1
Cu 0.19136 -0.17092 1.24009 0.162
C -0.17672 1.43789 2.26424 -0.264
C -0.74657 2.56157 1.54207 -0.352
C -0.16996 3.82588 1.39659 -0.074
C -0.83286 4.83380 0.71680 -0.123
C -2.08275 4.60033 0.13583 -0.140
C -2.69495 3.35680 0.29496 -0.114
C -2.01870 2.35309 0.96904 -0.079
H -0.89124 1.02465 2.98847 0.037
H 0.78383 1.69337 2.68764 0.011
H 0.77198 4.03030 1.86516 0.093
H -0.41333 5.83237 0.69126 0.086
H -2.62568 5.42989 -0.30969 0.080
H -3.66535 3.16046 -0.12928 0.086
H -2.43315 1.35721 0.98574 0.097
F 2.70022 -5.14531 -3.52459 0.092
C 2.06329 -4.42526 -2.57951 -0.141
C 0.71631 -4.60132 -2.29990 -0.162
F 0.04459 -5.45375 -3.08694 0.095
C 0.09655 -3.95024 -1.25266 -0.269
F -1.19281 -4.23026 -1.05541 0.070
C 0.77274 -3.09832 -0.38311 -0.549
S -0.05311 -2.40809 1.00010 0.591
C 2.13078 -2.88203 -0.68128 -0.253
F 2.87171 -2.11431 0.10573 0.078
C 2.76538 -3.56637 -1.71591 -0.151
F 4.08843 -3.45147 -1.86542 0.096
```